Entry from the OMol25 dataset: a molecular structure, C32H36N5ORh (wB97M-V/def2-TZVPD).

Geometry as XYZ:
```
75
Properties=species:S:1:pos:R:3:forces:R:3
H -1.9473 3.4422 4.3680 0.0 0.0 0.0
N -1.3694 -1.0347 0.4123 0.2 0.0 0.4
H 1.8319 2.8924 -6.0396 0.0 0.0 0.0
H 3.8982 -0.1960 -0.6099 0.0 0.0 0.0
H 2.4058 1.4235 -5.2599 0.0 0.0 0.0
C -2.4234 3.7957 1.6930 0.0 0.0 0.0
H -0.6211 2.7200 3.4507 0.0 0.0 0.0
C 0.2332 -1.2661 -3.1371 -0.1 0.2 0.1
C 0.4940 -0.1948 -3.9629 -0.1 0.0 0.0
C 1.5082 1.9747 -5.5504 0.0 0.0 0.0
H 2.2716 3.0404 -3.0716 0.0 0.0 0.0
H -4.7134 2.1745 2.1434 0.0 0.0 0.0
H -0.3316 2.2280 -1.7840 0.0 0.0 0.0
C -2.5882 2.5197 2.5206 0.0 0.0 0.0
H -2.7656 4.6463 2.2812 0.0 0.0 0.0
C -0.7755 -1.7488 6.3939 0.0 0.0 0.0
H -3.0216 3.7664 0.7791 0.0 0.0 0.0
C -0.4123 0.1385 -1.4103 -0.1 -0.1 0.0
H 0.7124 3.8090 -2.7182 0.0 0.0 0.0
C -2.1102 -1.1132 1.5269 -0.1 0.1 -0.1
C 2.2341 -4.5308 -3.3266 0.0 0.0 0.0
C 0.4308 -2.3246 2.3797 -0.1 -0.2 0.1
H -4.1848 1.6454 3.7482 0.0 0.0 0.0
H 3.5673 -0.4297 1.1252 0.0 0.0 0.0
H 4.4271 -2.2075 -2.2098 0.0 0.0 0.0
C 0.3526 1.1064 -3.4843 0.0 0.0 0.0
C 0.0691 -2.1579 3.7907 -0.1 -0.1 -0.1
C -1.4502 1.3388 0.5558 -0.1 0.1 0.0
C -1.2688 -2.8281 5.6711 0.0 0.0 0.0
C 1.2432 -4.3069 -2.3866 0.0 -0.1 0.1
H -1.1002 -1.5938 7.4145 0.0 0.0 0.0
C 3.7509 -0.9342 0.1814 0.1 -0.3 0.1
O -0.2905 -3.1019 1.6325 0.4 -0.6 -0.2
H -1.3802 3.9890 1.4340 0.0 0.0 0.0
H 1.3209 -0.4387 4.0770 0.0 0.0 0.0
H -1.9729 -3.5098 6.1286 0.0 0.0 0.0
C 1.3440 3.4109 -3.5130 0.0 0.0 0.0
C 0.1459 -0.8796 5.8224 0.1 0.0 0.0
H 0.8055 -0.3870 -4.9788 0.0 0.0 0.0
N -0.1830 -1.1150 -1.8721 0.5 -0.2 -0.3
C 2.5134 -2.6515 -1.3592 0.0 0.1 -0.2
H -1.2704 2.1015 -5.3876 0.0 0.0 0.0
H -0.5561 3.7151 -5.4902 0.0 0.0 0.0
H 1.5954 4.2469 -4.1647 0.0 0.0 0.0
C -2.1916 1.2796 1.7394 0.0 0.0 0.0
H -1.1780 2.2957 0.1377 0.0 0.0 0.0
N 1.4512 -1.6476 1.8831 0.1 0.1 0.0
H -3.1259 -0.1216 3.0944 0.0 0.0 0.0
H 0.9613 1.3908 -6.2929 0.0 0.0 0.0
H 0.3240 -4.8790 -2.3866 0.0 0.0 0.0
C -1.6633 2.5894 3.7500 0.0 0.0 0.0
N 1.3763 -3.3850 -1.4324 0.0 -0.4 0.0
C -0.1422 1.2431 -2.1844 0.0 0.1 0.0
C 0.5830 -1.0896 4.5263 0.0 0.0 0.0
H -1.3421 3.1956 -3.9968 0.0 0.0 0.0
N 1.5758 -1.9934 0.5966 -0.8 1.1 -0.7
C 2.5927 -1.7967 -0.1743 0.2 -0.2 0.2
H -1.2257 -3.8713 3.7939 0.0 0.0 0.0
C -1.0699 0.1833 -0.0879 -0.1 0.0 -0.1
C 3.5299 -2.8065 -2.2812 0.0 0.0 -0.1
H -4.3690 3.3575 3.4051 0.0 0.0 0.0
C 3.3835 -3.7564 -3.2837 0.0 0.0 0.0
H 0.3400 -2.2781 -3.4971 0.1 0.0 0.0
C -2.5363 0.0096 2.1986 -0.1 0.0 0.0
H -1.7364 1.6859 4.3586 0.0 0.0 0.0
H 4.1687 -3.9010 -4.0137 0.0 0.0 0.0
C -4.0509 2.4066 2.9793 0.0 0.0 0.0
H 4.6699 -1.5163 0.2727 0.0 0.0 0.0
C 0.6386 2.3271 -4.3403 -0.1 0.0 0.0
H 0.5327 -0.0465 6.3938 0.0 0.0 0.0
Rh -0.0885 -2.4747 -0.3160 -0.2 0.6 0.5
C -0.7211 2.8624 -4.8308 0.0 0.0 0.0
H 2.0997 -5.3031 -4.0706 0.0 0.0 0.0
H -2.3516 -2.1033 1.8795 0.1 0.0 0.0
C -0.8537 -3.0315 4.3661 0.0 0.0 0.0
```
Positions in Å, forces in eV/Å.

As for the net charge: +2. For the energy relative to the best compared isomer or geometry (same formula, charge and spin), the calculation gives 0.4699 eV. Its highest occupied orbital energy is -0.51203 hartree. As for the strongest force on any atom: 1.5 eV/Å. The molar mass is 609.58 g/mol. The calculation puts the calculated total energy at -1700.078076 a.u. As for the LUMO energy: -7.46 eV.